Entry 1:
DFT (ωB97M-V with the def2-TZVPD basis set) results for a 6-piece molecular cluster, C10H22Cl12O8P2 overall.

CARTESIAN COORDINATES (ANGSTROEM)
C -2.70600 -8.88576 -1.89353
O -2.99020 -9.27491 -0.53360
P -2.14493 -8.59880 0.70796
O -2.80939 -8.75124 2.04082
O -0.71173 -9.32652 0.46829
C -0.54320 -10.71777 0.60151
O -1.95402 -7.04749 0.23577
C -1.05058 -6.18002 0.99226
H -3.57597 -8.68475 -2.51870
H -2.19932 -9.72141 -2.37627
H -2.04039 -8.03606 -2.04544
H -1.55343 -11.12573 0.63450
H -0.07430 -10.98610 1.54821
H -0.00851 -11.13070 -0.25389
H -0.53028 -6.65875 1.82183
H -1.55421 -5.25628 1.27713
H -0.30846 -5.84276 0.26863
C -3.65635 2.17930 1.40623
O -3.45688 3.25365 2.33783
P -1.91945 3.85602 2.58266
O -0.86375 2.81773 2.56406
O -2.05140 4.76070 3.92947
C -1.01613 5.39378 4.52359
O -1.85827 5.00974 1.39408
C -0.66153 5.77224 1.13300
H -2.81937 1.81978 0.80763
H -4.45728 2.52753 0.75404
H -4.04812 1.38120 2.03683
H -1.02459 5.21978 5.59958
H -1.14288 6.46844 4.39258
H -0.03931 5.03723 4.19681
H -0.86295 6.75329 1.56319
H -0.26406 5.73045 0.11891
H 0.14918 5.34990 1.72667
C 3.94145 -0.46438 5.11454
Cl 3.03223 -1.69947 5.98370
Cl 4.26878 -1.07178 3.45536
Cl 5.42526 -0.30626 5.95836
H 3.43214 0.49876 5.08205
C 2.64031 1.48557 -2.15298
Cl 3.94634 2.54629 -1.59411
Cl 3.26685 0.18197 -3.17704
Cl 1.40399 2.29030 -3.16058
H 2.19576 0.92595 -1.33000
C 8.02477 6.56140 -5.27977
Cl 9.17468 7.97710 -5.26253
Cl 8.23903 5.59723 -6.75145
Cl 6.30839 7.15615 -5.23838
H 8.17738 5.85635 -4.46263
C -3.36253 6.98324 -5.76319
Cl -3.90722 8.29656 -4.72802
Cl -1.73875 7.32317 -6.46497
Cl -4.46238 6.67009 -7.11801
H -3.25844 6.08604 -5.15303

LUMO energy, hartree: 0.0042
ΔE to the lowest compared entry with this formula, charge and spin, kcal per mole: 54.80
Gap between HOMO and LUMO, hartree: 0.392
Total energy, eV: -195955.741
SMILES string: COP(=O)(OC)OC.COP(=O)(OC)OC.ClC(Cl)Cl.ClC(Cl)Cl.ClC(Cl)Cl.ClC(Cl)Cl
2S+1: 1
Charge: 0
HOMO level, eV: -10.55

Entry 2:
DFT (ωB97M-V with the def2-TZVPD basis set) results for CH4ClMgN2O as an isolated structure.

CARTESIAN COORDINATES (ANGSTROEM)
Mg 19.60840 -12.10457 4.18778
Cl 18.79272 -10.33426 5.32126
C 16.88220 -8.47099 8.47880
O 16.51435 -7.70748 9.35653
N 18.13486 -8.39401 7.94782
N 16.16253 -9.53368 7.99145
H 18.50618 -8.96582 7.21384
H 18.68218 -7.59603 8.22640
H 16.52658 -10.22606 7.37439
H 15.29912 -9.72164 8.47438

LUMO energy, hartree: -0.3177
ΔE to the lowest compared entry with this formula, charge and spin, kcal per mole: 0.00
Gap between HOMO and LUMO, hartree: 0.123
Total energy, eV: -24090.199
2S+1: 1
Charge: +1
HOMO level, eV: -12.00

Entry 3:
DFT (ωB97M-V with the def2-TZVPD basis set) results for an isolated ion of composition C5H11IN3 and charge +1.

CARTESIAN COORDINATES (ANGSTROEM)
C -0.01273 -0.86940 0.44174
C 0.10952 0.80288 1.99878
C -0.23043 -0.50358 2.70745
C 0.95255 1.38423 -0.26585
C -0.83383 -0.24682 -3.42127
N 0.18589 0.43506 0.56920
N -0.47263 -1.42954 1.59064
N 0.33462 -0.87401 -2.79580
I 0.21294 -2.14630 -1.44877
H -0.47605 1.60081 2.34757
H 1.03657 1.26874 2.23677
H 0.49766 -1.07659 3.26719
H -1.06592 -0.44885 3.24151
H 1.59824 1.94094 0.29643
H 1.46620 0.73224 -0.95933
H 0.17531 2.09886 -0.60779
H -1.11550 -0.89703 -4.14795
H -1.73099 0.07562 -2.90561
H -0.43605 0.55095 -3.88266
H -0.19538 -2.39821 1.73774

LUMO energy (alpha / beta), hartree: -0.1627 / -0.1627
ΔE to the lowest compared entry with this formula, charge and spin, kcal per mole: 141.78
Gap between HOMO and LUMO (alpha / beta), hartree: 0.299 / 0.299
Total energy, eV: -17922.366
2S+1: 1
Charge: +1
HOMO level (alpha / beta), eV: -12.56 / -12.56

Entry 4:
DFT (ωB97M-V with the def2-TZVPD basis set) results for a 13-piece molecular cluster, C6H38NO13 overall.

CARTESIAN COORDINATES (ANGSTROEM)
C 3.03464 -0.37224 -1.70960
C 2.73078 -0.85456 -0.28873
N 2.15799 0.27898 0.46660
C 2.75543 0.47697 1.80490
C 4.27181 0.49142 1.72474
C 0.67703 0.08512 0.51498
C -0.02109 1.25647 1.16938
O -1.36822 1.21482 0.67834
H 2.14341 -0.12170 -2.28862
H 3.58791 0.55662 -1.63256
H 3.63780 -0.98551 -2.38765
H 3.69050 -1.18768 0.09441
H 2.00840 -1.67560 -0.31221
H 2.40326 1.45973 2.11489
H 2.33831 -0.30136 2.45565
H 4.79916 -0.44100 1.89678
H 4.69115 1.21169 2.42907
H 4.54479 0.87603 0.73625
H 0.52517 -0.93579 0.87407
H 0.42552 0.03998 -0.53852
H -0.08075 1.05053 2.24278
H 0.26547 2.25258 0.87575
H -3.17018 -0.68703 -0.31376
H -2.23569 -1.49847 -1.32252
O -3.12962 -1.12337 -1.18722
H -0.23759 -2.48794 3.53584
H 0.43013 -3.49838 2.77294
O 0.38901 -2.53566 2.78001
H -2.55975 3.54653 -2.51486
H -1.19265 3.69297 -3.10963
O -2.00596 4.17398 -2.99034
H 1.47627 2.24807 -1.20132
H 2.62544 2.19059 -0.32605
O 2.17155 2.85816 -0.88438
H -3.56715 0.23478 1.93698
H -2.04863 0.51886 1.09130
O -3.05249 -0.46140 1.46849
H -1.90905 -0.99464 2.45672
H -2.24388 -1.84055 3.73798
O -1.48867 -1.53809 3.22184
H 1.38232 4.27236 -1.77890
H 0.09813 4.80012 -2.27357
O 1.03564 5.06815 -2.23279
H -2.70938 -4.37270 -0.26037
H -3.83171 -3.75699 -1.08886
O -3.10534 -4.38601 -1.14648
H -3.43606 1.10597 -1.56566
H -2.65384 1.70432 -0.36822
O -2.98725 1.91936 -1.26554
H -0.93030 0.33431 -2.60479
H -1.34073 1.60279 -1.89471
O -0.60299 1.21817 -2.42368
H -2.26221 -2.26272 1.25745
H -0.80748 -2.54171 1.41960
O -1.56761 -2.80301 0.85008
H -0.93030 -2.85823 -0.88003
H -1.74518 -3.46432 -1.97925
O -1.07530 -2.75377 -1.83705

LUMO energy, hartree: 0.0890
ΔE to the lowest compared entry with this formula, charge and spin, kcal per mole: 72.35
Gap between HOMO and LUMO, hartree: 0.314
Total energy, eV: -34948.197
2S+1: 1
Charge: -1
HOMO level, eV: -6.12

Entry 5:
DFT (ωB97M-V with the def2-TZVPD basis set) results for a 2-piece molecular cluster, CH5N3O3S overall.

CARTESIAN COORDINATES (ANGSTROEM)
C -1.68242 2.47902 0.22231
N 0.56971 2.87565 -0.67158
N -0.40661 -1.53973 1.13358
N -0.78071 2.75495 -0.49768
O -2.72456 2.30511 0.71558
O 0.27091 -0.02800 -0.68653
O -0.99831 -2.05423 -1.33997
S -0.91146 -0.75498 -0.26705
H 0.89575 2.01836 -1.12050
H 1.04323 2.97315 0.22605
H -1.03754 -2.19636 1.56084
H 0.55563 -1.84449 1.16024
H -0.39216 -1.92702 -2.07380

LUMO energy, hartree: 0.0198
ΔE to the lowest compared entry with this formula, charge and spin, kcal per mole: 25.56
Gap between HOMO and LUMO, hartree: 0.352
Total energy, eV: -22564.049
2S+1: 1
Charge: 0
HOMO level, eV: -9.03

Entry 6:
DFT (ωB97M-V with the def2-TZVPD basis set) results for CH2N2O as an isolated structure.

CARTESIAN COORDINATES (ANGSTROEM)
C -1.00569 -0.31172 -0.00420
N -0.53898 -1.40729 0.07899
N 2.02619 -0.05683 -0.03222
O 1.38656 0.89663 0.10882
H -1.95631 0.29737 -0.23268
H 0.08823 0.58183 0.08130

LUMO energy (alpha / beta), hartree: -0.0142 / -0.0258
ΔE to the lowest compared entry with this formula, charge and spin, kcal per mole: 134.40
Gap between HOMO and LUMO (alpha / beta), hartree: 0.289 / 0.313
Total energy, eV: -6091.183
2S+1: 1
Charge: 0
HOMO level (alpha / beta), eV: -8.26 / -9.21

Entry 7:
DFT (ωB97M-V with the def2-TZVPD basis set) results for a single C4H10O2 molecule.

CARTESIAN COORDINATES (ANGSTROEM)
C 2.45387 -0.58145 -0.46827
O 1.37747 -0.21965 0.35903
C 0.21601 0.12366 -0.36525
C -0.89490 0.32796 0.65216
C -2.22216 0.65694 -0.01017
O -1.05578 -0.85799 1.40539
H 2.21977 -1.47319 -1.07018
H 2.72609 0.23750 -1.15126
H 3.30525 -0.80061 0.18051
H -0.06577 -0.69624 -1.04753
H 0.38266 1.03344 -0.96578
H -0.59645 1.15649 1.31548
H -3.03219 0.49175 0.70560
H -2.40027 0.01428 -0.87966
H -2.25209 1.70245 -0.33397
H -0.16152 -1.11534 1.67391

LUMO energy, hartree: 0.0368
ΔE to the lowest compared entry with this formula, charge and spin, kcal per mole: 22.38
Gap between HOMO and LUMO, hartree: 0.410
Total energy, eV: -8404.576
SMILES string: COC[C@@H](C)O
2S+1: 1
Charge: 0
HOMO level, eV: -10.17

Entry 8:
DFT (ωB97M-V with the def2-TZVPD basis set) results for a 2-piece molecular cluster, C4H11N3O overall.

CARTESIAN COORDINATES (ANGSTROEM)
N -1.51763 1.92697 0.16194
C -1.26300 -0.50373 0.24522
C -2.08768 -1.54793 0.05450
O -1.41768 0.72645 -0.59733
H -2.08323 2.55352 -0.40572
H -0.57366 2.32081 0.20348
H -1.03454 -0.20578 1.26447
H -2.35187 -2.20158 0.86749
H -2.45345 -1.80179 -0.92771
N 1.39876 -1.41622 0.85910
N 1.69810 1.38174 -0.13628
C 0.84026 -0.89525 -0.33553
C 1.27165 0.30447 -0.88405
H 2.25907 -1.93773 0.79833
H 1.33911 -0.83660 1.68424
H 2.18298 2.11313 -0.63420
H 2.05421 1.17018 0.78632
H 0.64234 -1.66207 -1.07692
H 1.09627 0.51139 -1.92732

LUMO energy, hartree: 0.0304
ΔE to the lowest compared entry with this formula, charge and spin, kcal per mole: 138.49
Gap between HOMO and LUMO, hartree: 0.290
Total energy, eV: -10839.206
SMILES string: N/C=C\N.C=CON
2S+1: 1
Charge: 0
HOMO level, eV: -7.07